Formula: C35H39AlF6N5OS
Source: the OMol25 dataset
Level of theory: ωB97M-V/def2-TZVPD

```
88
Properties=species:S:1:pos:R:3:forces:R:3:lowdin_charge:R:1
Al -0.003299 0.358317 1.321137 -0.007 -0.196 -0.329 0.36
N -0.159761 0.458148 -3.197204 0.060 0.108 -0.065 0.16
C -1.434324 0.800049 -2.698058 -0.012 -0.017 0.004 -0.18
C -2.517286 1.033008 -3.531219 -0.022 0.031 -0.009 -0.02
C -3.772461 1.298272 -3.005653 0.009 0.005 0.007 -0.08
C -3.951933 1.325003 -1.629461 0.021 -0.011 -0.011 -0.08
C -2.872322 1.110341 -0.787281 0.013 -0.003 -0.017 -0.03
C -1.605319 0.859132 -1.304760 0.015 0.031 0.017 -0.19
N -0.538958 0.618064 -0.433475 -0.085 -0.008 0.091 0.05
C 0.594624 -0.292778 -2.271905 0.007 0.018 0.114 -0.29
C 0.372350 -2.314305 -0.573559 0.092 0.132 -0.053 -0.26
C 0.502701 -3.660615 -0.470507 -0.059 -0.046 -0.050 -0.36
S 0.413435 -4.180883 1.141873 -0.012 -0.031 0.057 1.15
C 0.263423 -2.578424 1.633944 0.022 -0.106 -0.102 -0.43
N 0.299436 -1.678333 0.674669 -0.186 0.082 0.080 0.06
H -0.109239 0.154047 -4.157943 -0.054 -0.048 0.016 0.14
H -2.371962 0.989291 -4.604614 0.006 -0.005 -0.002 0.12
H -4.607179 1.474843 -3.669398 -0.005 -0.006 -0.003 0.11
H -4.930071 1.517305 -1.210787 -0.001 0.007 0.011 0.11
H -3.007811 1.131367 0.289279 -0.018 0.008 -0.007 0.10
H 0.574728 -4.354167 -1.292145 -0.012 -0.004 -0.008 0.11
H 0.132224 -2.320819 2.665829 -0.134 -0.009 -0.179 0.05
C -3.346018 -2.735999 -3.254088 0.017 0.007 -0.017 -0.07
C -2.296517 -2.415325 -2.190634 0.028 0.037 0.046 -0.33
C -2.521841 -3.346992 -0.990968 0.041 -0.016 -0.036 -0.05
C -0.881337 -2.320731 -2.773848 -0.053 0.016 -0.001 -0.10
C -0.659589 -2.546519 -4.076824 0.069 -0.001 -0.078 -0.02
C 0.613204 -2.292939 -4.737436 -0.083 -0.051 0.036 -0.04
C 1.642480 -1.727181 -4.107594 0.010 0.002 0.070 -0.02
C 1.575071 -1.345989 -2.675560 0.019 -0.035 -0.066 -0.19
C 2.912350 -1.464952 -1.943956 -0.010 0.033 -0.006 -0.35
C 3.442233 -2.898702 -1.941091 0.004 -0.022 -0.007 -0.03
C 3.966891 -0.550175 -2.585229 0.008 -0.007 0.016 -0.06
C 0.234593 -1.732900 -1.949511 -0.004 -0.021 0.052 -0.11
N 0.709205 0.513560 -1.078304 -0.050 -0.019 0.015 0.01
C 1.740772 1.286247 -0.744657 0.117 0.016 0.057 0.07
C 1.761308 2.125667 0.354725 0.015 -0.116 -0.098 -0.23
C 2.517430 3.306786 0.569028 -0.077 0.051 -0.045 0.02
C 1.813668 4.052826 1.480768 0.020 -0.079 -0.009 0.01
C 0.661172 3.303518 1.856940 0.110 0.108 0.026 -0.20
N 0.672156 2.132852 1.236764 0.070 -0.088 0.094 0.10
C -0.558203 3.825163 2.569984 0.004 0.053 0.069 -0.51
C -0.174376 4.621412 3.822590 -0.076 0.001 -0.040 -0.02
C -1.229849 4.774297 1.555417 0.020 0.022 -0.036 -0.02
C -1.559735 2.721558 2.908712 -0.046 -0.128 -0.044 -0.02
H -4.333920 -2.724384 -2.795288 -0.007 0.012 0.002 0.09
H -3.196933 -3.727666 -3.687416 -0.010 -0.010 0.014 0.09
H -3.349431 -2.000320 -4.058465 0.019 -0.005 -0.008 0.08
H -2.518226 -1.401389 -1.839958 0.003 -0.032 0.017 0.12
H -2.194678 -4.367589 -1.200728 0.012 0.000 -0.013 0.09
H -3.590906 -3.382185 -0.780738 0.000 -0.006 0.016 0.09
H -2.033948 -3.005701 -0.079113 0.018 0.007 0.006 0.05
H -1.458759 -2.918387 -4.699593 -0.014 -0.010 -0.009 0.10
H 0.716484 -2.587050 -5.774188 -0.002 -0.008 -0.002 0.11
H 2.590078 -1.605694 -4.614984 0.014 0.018 -0.001 0.12
H 2.760885 -1.157174 -0.904367 0.017 -0.002 0.002 0.13
H 3.488658 -3.293797 -2.957392 0.012 0.002 0.000 0.09
H 2.828162 -3.569962 -1.343773 0.033 0.034 -0.036 0.06
H 4.453283 -2.917856 -1.532950 0.002 -0.007 0.011 0.09
H 4.386789 -1.011909 -3.479149 0.002 -0.010 -0.003 0.08
H 4.794744 -0.387481 -1.894292 0.000 0.011 -0.003 0.09
H 3.573293 0.420726 -2.892627 -0.014 -0.017 -0.001 0.08
H 2.598621 1.220394 -1.397439 -0.002 0.044 -0.003 0.13
H 3.413043 3.591790 0.040905 0.009 -0.008 -0.017 0.12
H 2.057604 5.046265 1.818227 -0.013 0.007 0.024 0.12
H 0.426885 5.493633 3.564378 0.005 -0.007 -0.026 0.09
H 0.386208 4.015379 4.527765 0.026 -0.004 0.033 0.07
H -1.074681 4.981953 4.322373 -0.008 0.000 -0.015 0.10
H -0.554640 5.576754 1.257275 -0.010 0.000 0.004 0.09
H -2.115499 5.222038 2.008142 -0.009 0.005 0.006 0.09
H -1.535178 4.232341 0.657409 -0.004 0.001 0.006 0.09
H -1.262063 2.116351 3.759192 0.019 0.017 -0.009 0.06
H -1.746846 2.053956 2.050775 0.018 0.153 0.007 0.06
H -2.528269 3.171066 3.128364 0.002 -0.001 0.090 0.11
C 1.856993 -1.433243 4.157757 0.056 0.004 0.070 0.04
C 0.754109 -0.372699 4.192610 -0.004 -0.078 -0.161 -0.35
O 0.216143 -0.124440 2.933453 0.017 0.126 0.407 -0.04
C -0.416350 -0.846531 5.081264 0.083 -0.028 -0.022 -0.56
F -0.057074 -0.949828 6.356961 0.036 -0.015 0.143 0.19
F -0.824247 -2.063069 4.671002 -0.014 -0.156 -0.075 0.15
F -1.471578 -0.041694 4.999717 -0.104 0.141 0.010 0.18
C 1.401735 0.898476 4.804922 -0.084 -0.079 -0.044 -0.57
F 0.499733 1.811125 5.166613 -0.158 0.146 -0.014 0.17
F 2.222897 1.454039 3.910061 0.059 0.116 -0.229 0.18
F 2.125091 0.614842 5.887545 0.055 -0.073 0.105 0.18
H 1.484937 -2.380366 3.786658 0.145 0.018 0.161 0.07
H 2.265142 -1.598829 5.151522 -0.004 0.011 0.003 0.11
H 2.655638 -1.084230 3.503580 0.000 -0.010 -0.004 0.12
```
Forces are in eV/Å.

LUMO energy: -3.036 eV
M: 718.8 g mol⁻¹
energy relative to the best compared isomer or geometry (same formula, charge and spin): 120.96 kcal per mole
energy: -2945.84440 a.u.
HOMO energy: -0.3673 Ha
charge: +1
Kohn-Sham gap: 0.2557 Eh